Record 1
30
Properties=species:S:1:pos:R:3:lowdin_charge:R:1 method="wB97M-V/def2-TZVPD" energy_ev=-66166.7053 homo_lumo_gap_ha="0.2047 / 0.1229" homo_ev="-18.0 / -18.0" spin_multiplicity=5 charge=+3 s2=6.0219
I -3.463 -4.416 1.328 0.609
I -4.415 -3.494 -1.143 0.578
Ru 0.269 0.140 -0.093 0.972
P 1.777 -1.064 -1.105 0.608
C 1.295 -2.783 -1.464 -0.236
C 2.270 -0.383 -2.726 -0.209
H 3.719 -0.214 0.040 0.035
H 4.089 -1.782 -0.754 0.090
H 3.150 -1.743 0.766 0.068
C 3.344 -1.220 -0.177 -0.210
H 2.611 0.648 -2.579 0.036
H 3.068 -0.982 -3.179 0.091
H 2.103 -3.313 -1.981 0.081
H 0.397 -2.778 -2.094 0.059
H 1.399 -0.382 -3.391 0.067
H 1.067 -3.294 -0.520 0.060
C -1.010 -1.148 0.041 -0.245
O -1.853 -1.951 0.144 -0.061
Cl 1.839 1.892 -0.144 0.365
Cl -1.689 2.688 4.642 0.806
C -1.798 2.562 2.944 -0.625
C -2.723 3.332 2.234 -0.012
C -2.753 3.197 0.850 0.011
C -1.879 2.298 0.232 -0.125
N -1.042 1.544 0.947 -0.179
C -0.938 1.673 2.277 -0.141
H -3.378 4.007 2.760 0.136
H -3.435 3.761 0.227 0.135
H -1.829 2.143 -0.850 0.121
H -0.190 1.064 2.771 0.117

=====

Record 2
11
Properties=species:S:1:pos:R:3:lowdin_charge:R:1 method="wB97M-V/def2-TZVPD" energy_ev=-26161.2597 homo_lumo_gap_ha=0.2456 homo_ev=-8.3 spin_multiplicity=1 relative_energy_ev=4.078
N -1.833 -1.768 -0.366 0.018
N -1.433 -0.618 -0.109 -0.392
N 1.059 2.157 0.446 -0.095
N 0.332 1.033 -0.093 -0.409
P -0.260 -0.204 0.862 0.786
S 1.498 -2.113 -0.321 0.123
H -2.593 -1.769 -1.089 0.079
H 1.064 2.326 1.512 0.094
H 2.047 2.176 0.187 0.063
H -0.198 1.454 -0.932 0.127
H 0.317 -2.674 -0.098 -0.394